1.
{"formula": "C9H10F3I", "method": "ωB97M-V/def2-TZVPD", "homo_energy_ev": [-5.6969, -9.1293], "mol_weight_da": 302.08, "multiplicity": 3, "total_energy_ev": -25739.728, "gap_ev": [5.96, 6.16], "symbols": ["I", "F", "F", "F", "C", "C", "C", "C", "C", "C", "C", "C", "C", "H", "H", "H", "H", "H", "H", "H", "H", "H", "H"], "positions_angstrom": [[-4.618, -0.968, -0.419], [-2.443, 1.676, -1.277], [-0.772, 2.506, -0.146], [-2.738, 2.231, 0.748], [-3.602, -0.385, 2.314], [3.277, -0.721, -0.539], [0.961, -0.129, -0.259], [-3.264, -0.423, 1.055], [-1.447, 0.298, 0.273], [-0.388, -0.444, 0.237], [1.956, -0.928, 0.097], [-1.808, 1.641, -0.055], [3.120, 0.155, -1.803], [3.565, -1.772, -0.670], [3.144, 1.106, -1.452], [3.849, -0.211, 0.317], [-0.589, -1.491, 0.672], [1.952, -1.805, 0.731], [-4.547, -0.737, 2.663], [0.998, 0.681, -0.859], [-2.853, -0.095, 3.017], [4.009, 0.019, -2.450], [2.236, -0.203, -2.196]], "forces_ev_per_a": [[0.13, -0.06, -0.17], [0.47, -0.10, -0.11], [0.09, -0.31, 0.10], [0.82, -0.34, 0.25], [0.94, -0.16, 0.14], [-0.18, 0.12, 1.40], [-10.45, 0.02, 2.39], [2.82, 1.07, -2.53], [-8.09, 1.19, 2.61], [6.49, -4.18, -0.73], [5.95, -3.66, 0.90], [-1.34, 2.00, -1.11], [3.58, -3.17, 0.80], [1.10, 0.50, -0.37], [-0.53, 3.08, 0.44], [0.17, -0.75, -1.38], [0.89, 1.59, -0.50], [-0.83, 0.33, 0.27], [-0.49, -0.08, 0.14], [0.58, 2.63, -1.46], [0.24, 0.30, 0.59], [-0.72, 0.02, 0.04], [-1.63, -0.04, -1.74]]}

***

2.
{"formula": "C9H10FeI2O6STi", "method": "ωB97M-V/def2-TZVPD", "homo_energy_ev": [-23.6904, -23.9649], "charge": 4, "mol_weight_da": 603.76, "multiplicity": 7, "total_energy_ev": -106266.105, "gap_ev": [6.88, 4.86], "symbols": ["I", "I", "Fe", "Ti", "S", "O", "O", "O", "O", "O", "O", "C", "C", "C", "C", "C", "C", "C", "C", "C", "H", "H", "H", "H", "H", "H", "H", "H", "H", "H"], "positions_angstrom": [[1.204, -3.529, 1.093], [1.190, 3.493, 1.157], [-0.083, 1.456, 1.090], [-0.036, -1.259, 1.354], [0.992, 0.181, -0.191], [-1.495, 2.421, 3.832], [-2.436, -2.307, -0.507], [1.470, 0.986, 4.504], [-1.973, -2.487, 3.743], [-2.432, 2.593, -0.212], [0.949, -0.390, 2.804], [0.476, 0.013, -2.103], [1.345, -0.133, 4.027], [-1.568, 1.968, 0.255], [-1.599, -1.821, 0.146], [-1.014, 0.275, -2.290], [-1.372, -1.950, 2.912], [0.885, -1.378, -2.579], [1.342, 1.107, -2.720], [-0.872, 1.911, 3.011], [-1.187, 1.336, -2.515], [0.334, -2.178, -2.071], [1.958, -1.550, -2.428], [1.117, 1.204, -3.788], [1.146, 2.071, -2.235], [-1.628, -0.010, -1.427], [1.582, -1.110, 4.529], [2.405, 0.872, -2.597], [-1.372, -0.331, -3.138], [0.673, -1.454, -3.659]], "forces_ev_per_a": [[0.80, -1.52, -0.27], [0.87, 1.44, -0.24], [1.25, 0.36, 2.60], [2.30, 0.95, 0.58], [-0.46, -1.30, -1.29], [2.64, -2.07, -2.85], [4.41, 2.62, 3.50], [0.15, 0.41, 0.48], [2.79, 2.63, -3.83], [3.85, -3.25, 2.06], [0.29, 1.58, 1.84], [0.16, 0.07, -1.62], [-0.36, -2.74, -2.51], [-5.44, 3.90, -2.81], [-6.33, -3.48, -4.79], [-0.18, 0.23, 0.28], [-3.99, -3.30, 4.70], [0.39, -0.12, 0.67], [0.29, 0.03, 0.44], [-3.49, 2.31, 2.44], [-0.09, -0.29, 0.05], [-0.07, 0.08, -0.18], [-0.16, 0.00, -0.17], [-0.04, -0.09, 0.11], [-0.04, -0.02, -0.27], [0.07, 0.08, -0.32], [0.33, 1.00, 1.07], [-0.13, 0.07, -0.20], [0.15, 0.29, 0.19], [0.06, 0.14, 0.34]]}

***

3.
{"formula": "C9H10LuN2S", "method": "ωB97M-V/def2-TZVPD", "homo_energy_ev": [-3.1554, -2.9575], "charge": -1, "mol_weight_da": 353.23, "total_energy_ev": -56930.138, "gap_ev": [6.38, 6.19], "symbols": ["Lu", "S", "N", "N", "C", "C", "C", "C", "C", "C", "C", "C", "C", "H", "H", "H", "H", "H", "H", "H", "H", "H", "H"], "positions_angstrom": [[-0.070, 0.059, 0.557], [-2.104, -0.031, 5.024], [-0.981, 0.141, 2.483], [-0.691, -1.896, 0.425], [-0.901, 0.376, -1.790], [1.895, -2.259, -1.100], [0.188, 1.272, -1.641], [-0.166, 2.246, -0.668], [-1.488, 1.952, -0.224], [-1.937, 0.795, -0.917], [1.913, -1.207, -0.291], [-1.485, 0.013, 3.567], [2.339, -0.210, 0.495], [2.549, 0.790, 0.064], [0.492, 3.049, -0.278], [0.953, -2.719, -1.427], [-2.932, 0.316, -0.817], [-0.940, -0.481, -2.488], [1.168, 1.179, -2.152], [2.795, -2.737, -1.513], [-0.999, -2.861, 0.540], [2.456, -0.291, 1.597], [-2.054, 2.505, 0.553]], "forces_ev_per_a": [[-1.82, -3.38, 0.16], [-0.67, -0.25, 1.33], [-1.61, 0.16, 4.04], [1.20, 1.62, -0.16], [-0.20, 0.12, -0.84], [-0.34, 0.21, -0.04], [0.41, 0.07, -0.42], [0.17, 0.64, 0.06], [-0.34, 0.56, 0.12], [-0.65, 0.21, -0.38], [0.43, -2.22, -0.49], [1.93, 0.86, -3.72], [0.57, 1.08, 0.25], [-0.03, -0.70, 0.20], [-0.58, -0.58, -0.38], [0.47, 0.48, 0.37], [1.00, 0.36, 0.03], [0.07, 0.64, 0.77], [-0.83, 0.13, 0.39], [0.07, 0.53, 0.32], [0.20, 0.22, -0.14], [0.05, -0.27, -0.81], [0.51, -0.50, -0.68]]}

***

4.
{"formula": "C9H10LuNO6", "method": "ωB97M-V/def2-TZVPD", "homo_energy_ev": [-15.1615, -16.0582], "charge": 2, "mol_weight_da": 403.15, "total_energy_ev": -56869.243, "gap_ev": [5.63, 6.53], "symbols": ["Lu", "O", "O", "O", "O", "O", "O", "N", "C", "C", "C", "C", "C", "C", "C", "C", "C", "H", "H", "H", "H", "H", "H", "H", "H", "H", "H"], "positions_angstrom": [[0.368, 0.453, -1.504], [-0.216, 0.943, -5.100], [3.396, 1.598, -2.376], [2.710, -2.052, -2.067], [1.748, -1.306, -4.709], [-0.430, -5.303, -3.032], [-0.283, 0.495, 0.405], [-0.416, 0.359, 2.655], [-0.448, -4.173, -3.216], [1.847, -1.338, -1.747], [-2.131, 1.626, 1.379], [-0.976, 0.767, 3.953], [2.237, 1.542, -2.210], [1.071, -0.773, -3.892], [-0.023, 0.376, -4.046], [0.763, -0.517, 2.576], [-0.905, 0.787, 1.513], [-1.864, 2.509, 0.752], [-2.561, 1.993, 2.336], [-1.988, 0.375, 4.032], [-0.974, 1.855, 3.993], [0.516, -1.481, 2.074], [1.606, -0.034, 2.028], [-0.314, 0.335, 4.695], [-2.923, 1.047, 0.848], [-0.888, 0.638, -2.944], [1.077, -0.723, 3.603]], "forces_ev_per_a": [[-0.43, -0.68, 0.36], [-0.17, -1.69, 2.90], [-5.76, 0.03, 0.59], [-3.42, 2.63, 1.66], [-1.65, 1.66, 1.96], [-0.08, 2.90, -0.53], [-0.21, -0.03, 0.20], [0.01, 0.16, -2.08], [0.11, -2.83, 0.55], [4.25, -3.57, -1.33], [-0.54, 0.54, 0.10], [0.02, -0.14, -0.33], [6.94, 0.63, -0.96], [-0.16, -0.86, -1.08], [0.13, 2.50, -1.90], [0.60, -0.45, 0.13], [-0.03, 0.10, 0.92], [-0.29, -0.55, 0.42], [0.41, -0.34, -0.71], [0.07, 0.01, 0.30], [0.00, -0.10, 0.30], [0.06, 0.72, 0.39], [-0.69, -0.23, 0.49], [-0.28, 0.18, 0.28], [0.59, 0.35, 0.33], [0.44, -0.91, -2.60], [0.05, -0.05, -0.37]]}

***

5.
{"formula": "C9H10MoNO12P2", "method": "ωB97M-V/def2-TZVPD", "homo_energy_ev": -20.2755, "charge": 3, "mol_weight_da": 482.06, "total_energy_ev": -55964.223, "gap_ev": 7.21, "symbols": ["Mo", "P", "P", "O", "O", "O", "O", "O", "O", "O", "O", "O", "O", "O", "O", "N", "C", "C", "C", "C", "C", "C", "C", "C", "C", "H", "H", "H", "H", "H", "H", "H", "H", "H", "H"], "positions_angstrom": [[0.431, -0.216, 0.087], [-0.263, 0.012, -3.046], [-0.733, 2.590, -1.307], [4.179, -0.175, 1.517], [0.599, 3.100, -1.901], [0.399, -0.623, -1.756], [0.810, 0.698, -3.901], [2.212, -0.085, 0.313], [-1.726, 3.396, -0.649], [-0.057, 1.433, -0.051], [-1.098, -1.045, 0.634], [-2.266, 0.514, -1.666], [-2.451, -2.107, 2.149], [1.693, -2.423, 5.689], [-0.944, -1.189, -3.700], [0.832, -0.998, 1.999], [0.055, -2.105, 3.956], [-1.402, -1.669, 1.912], [2.402, -1.421, 3.734], [3.042, -0.386, 1.511], [-0.140, -1.596, 2.706], [1.358, -2.001, 4.512], [2.084, -0.952, 2.499], [-1.409, 1.305, -2.461], [-2.079, 2.053, -3.622], [-2.799, 2.770, -3.221], [-3.146, 0.916, -1.577], [0.979, -2.828, 6.212], [-0.762, -2.581, 4.487], [0.907, 4.005, -1.698], [-1.545, -1.188, -4.465], [1.390, 0.234, -4.533], [3.413, -1.376, 4.120], [-2.621, 1.349, -4.256], [-1.346, 2.591, -4.224]], "forces_ev_per_a": [[-0.28, -0.30, -0.09], [0.23, -0.06, -0.04], [-0.01, -0.03, 0.09], [0.00, 0.00, -0.01], [0.00, 0.01, 0.00], [-0.10, -0.01, 0.00], [-0.06, 0.06, -0.01], [0.12, 0.07, 0.00], [0.01, 0.02, 0.00], [0.01, 0.17, 0.02], [0.09, 0.05, -0.02], [0.01, 0.02, 0.00], [0.00, 0.01, -0.03], [-0.04, -0.01, -0.02], [-0.11, -0.08, 0.06], [0.13, 0.07, 0.02], [0.00, 0.01, -0.02], [0.00, -0.02, 0.06], [-0.03, -0.01, 0.00], [-0.01, -0.01, 0.02], [-0.06, -0.02, -0.02], [0.03, 0.01, 0.03], [0.02, 0.01, -0.03], [-0.05, 0.01, 0.04], [0.03, -0.07, -0.04], [0.00, 0.00, 0.01], [0.01, 0.02, -0.01], [0.02, 0.00, 0.00], [0.00, 0.00, 0.00], [0.00, 0.00, -0.01], [0.05, 0.04, -0.04], [0.01, 0.00, 0.02], [0.00, -0.01, 0.01], [-0.01, 0.01, 0.00], [-0.01, 0.02, 0.00]]}

***

6.
{"formula": "C9H10N2O2", "method": "ωB97M-V/def2-TZVPD", "homo_energy_ev": -8.8911, "mol_weight_da": 178.19, "smiles": "COC(/C(C)=C\\N=C=O)=C(\\C)C#N", "total_energy_ev": -16567.648, "gap_ev": 9.48, "symbols": ["O", "O", "N", "N", "C", "C", "C", "C", "C", "C", "C", "C", "C", "H", "H", "H", "H", "H", "H", "H", "H", "H", "H"], "positions_angstrom": [[-0.943, 1.097, 0.634], [1.244, 1.624, -2.711], [0.013, -0.421, -2.576], [3.002, -1.061, -0.443], [1.276, 0.709, 0.391], [-0.760, -2.064, 0.721], [0.027, 0.276, 0.243], [-2.212, 0.753, 0.613], [1.772, 1.905, 1.086], [-0.374, -1.310, -1.595], [0.650, 0.631, -2.503], [-0.371, -1.114, -0.268], [2.244, -0.268, -0.037], [1.002, 2.446, 1.740], [2.570, 1.644, 1.827], [-0.515, -3.077, 0.304], [-2.427, -0.174, 1.153], [-0.294, -1.991, 1.642], [-0.864, -2.101, -1.995], [-2.598, 0.472, -0.435], [-2.863, 1.536, 1.069], [-1.803, -2.061, 0.857], [2.224, 2.546, 0.283]], "forces_ev_per_a": [[2.89, 2.03, 0.63], [-0.78, -1.23, 0.57], [0.92, 1.74, 0.24], [-1.32, 1.51, 0.86], [0.66, -1.85, 0.22], [-0.40, -3.39, -1.42], [-0.40, -1.26, -0.36], [-5.17, -1.86, -1.19], [0.36, 1.76, 1.03], [0.31, 1.94, 1.82], [0.22, 0.23, -1.20], [1.43, 3.53, -1.77], [1.59, -1.27, -0.91], [0.82, -0.67, -1.50], [-0.42, 0.03, -0.87], [-0.25, 0.62, 0.59], [0.09, 0.16, 0.41], [1.07, 0.39, 1.77], [-0.92, -2.82, -1.02], [0.45, 0.86, 1.12], [0.73, -0.39, -0.56], [-1.48, -0.08, 0.47], [-0.38, 0.02, 1.09]]}